1.
Here is a cluster of 6 separate species, C33H32N6O11 in total in a non-equilibrium geometry from the OMol25 dataset. Energies are from wB97M-V/def2-TZVPD.

```
! wB97M-V def2-TZVPD RIJCOSX def2/J DEFGRID3
* xyz 0 1
O -9.520 16.974 -6.985
N -9.908 18.020 -6.503
O -10.878 18.117 -5.776
C -9.159 19.233 -6.816
C -8.153 19.176 -7.774
C -7.466 20.325 -8.118
C -7.784 21.526 -7.504
C -8.724 21.548 -6.474
C -9.406 20.393 -6.120
H -8.029 18.238 -8.298
H -6.688 20.216 -8.859
H -7.222 22.425 -7.732
H -8.900 22.479 -5.952
H -10.113 20.466 -5.305
O -5.012 23.734 -8.291
N -3.841 23.504 -8.531
O -2.907 24.143 -8.096
C -3.536 22.347 -9.382
C -2.221 21.982 -9.586
C -1.955 20.794 -10.230
C -2.997 20.001 -10.702
C -4.300 20.480 -10.618
C -4.593 21.624 -9.902
H -1.427 22.582 -9.166
H -0.936 20.451 -10.357
H -2.820 19.033 -11.148
H -5.091 19.800 -10.925
H -5.604 21.960 -9.740
O -15.044 19.465 -8.777
N -14.407 19.450 -7.747
O -13.958 18.455 -7.210
C -14.146 20.728 -7.088
C -14.929 21.814 -7.408
C -14.663 23.038 -6.813
C -13.602 23.178 -5.922
C -12.806 22.078 -5.638
C -13.081 20.840 -6.205
H -15.750 21.708 -8.103
H -15.303 23.878 -7.044
H -13.445 24.149 -5.473
H -12.029 22.130 -4.884
H -12.605 19.952 -5.809
O -13.772 14.912 -0.598
N -14.759 15.600 -0.785
O -15.795 15.510 -0.165
C -14.709 16.558 -1.888
C -15.770 17.410 -2.079
C -15.751 18.315 -3.131
C -14.626 18.374 -3.940
C -13.559 17.513 -3.735
C -13.592 16.602 -2.702
H -16.614 17.375 -1.402
H -16.584 18.990 -3.259
H -14.595 19.084 -4.753
H -12.713 17.576 -4.406
H -12.753 15.946 -2.520
O -2.794 16.280 -11.188
N -3.119 16.497 -10.038
O -2.453 17.129 -9.237
C -4.417 15.989 -9.578
C -5.197 15.257 -10.447
C -6.432 14.797 -10.033
C -6.878 15.090 -8.751
C -6.091 15.847 -7.892
C -4.852 16.316 -8.305
H -4.831 15.105 -11.453
H -7.072 14.242 -10.704
H -7.860 14.783 -8.414
H -6.404 16.107 -6.890
H -4.244 16.907 -7.636
C -10.073 14.839 -3.995
N -9.964 15.253 -2.608
C -10.091 14.244 -1.583
C -10.059 16.548 -2.254
O -10.222 16.939 -1.119
H -9.415 13.992 -4.186
H -9.789 15.646 -4.673
H -11.098 14.557 -4.261
H -9.427 14.466 -0.747
H -11.108 14.198 -1.183
H -9.806 13.279 -1.994
H -9.974 17.234 -3.116
*
```

Summary:
* E: -2432.42304 a.u.
* energy relative to the best compared isomer or geometry (same formula, charge and spin): 0.0 kcal per mole
* Kohn-Sham gap: 8.17 eV
* SMILES: O=[N+]([O-])c1ccccc1.O=[N+]([O-])c1ccccc1.O=[N+]([O-])c1ccccc1.O=[N+]([O-])c1ccccc1.O=[N+]([O-])c1ccccc1.CN(C)C=O

Atomic partial charges in e from the Mulliken method, atoms 1 to 5: -0.574 0.755 -0.424 -0.168 -0.695



2.
Here is a structure of composition C33H33BrClN2O2PdSb from the OMol25 dataset. Energies are from wB97M-V/def2-TZVPD.

```
! wB97M-V def2-TZVPD RIJCOSX def2/J DEFGRID3
* xyz 0 3
Pd -0.727 0.285 -0.154
C -3.784 3.461 0.116
C -4.420 3.352 -1.114
C -3.952 2.439 -2.042
C -2.846 1.635 -1.750
C -2.187 1.740 -0.515
C -2.686 2.661 0.402
C -2.330 0.657 -2.744
C -3.113 0.241 -3.858
C -2.620 -0.682 -4.722
C -1.309 -1.184 -4.543
C -0.712 -2.117 -5.424
C 0.570 -2.537 -5.217
C 1.313 -2.024 -4.130
C 0.756 -1.128 -3.263
C -0.581 -0.706 -3.435
N -1.124 0.169 -2.536
H -4.144 4.173 0.849
H -5.270 3.979 -1.351
H -4.442 2.379 -3.006
H -2.206 2.769 1.368
H -4.111 0.632 -3.988
H -3.216 -1.035 -5.555
H -1.287 -2.481 -6.266
H 1.025 -3.250 -5.892
H 2.339 -2.338 -3.985
H 1.322 -0.694 -2.453
Br 2.058 -3.547 1.884
C 3.258 -2.826 0.604
C 4.493 -3.452 0.493
C 5.452 -2.950 -0.372
C 5.187 -1.806 -1.112
C 3.960 -1.179 -0.979
C 2.970 -1.686 -0.137
C 1.651 -0.970 -0.106
O 0.603 -1.605 0.130
O 1.643 0.270 -0.370
H 4.698 -4.327 1.094
H 6.408 -3.450 -0.456
H 5.935 -1.399 -1.779
H 3.736 -0.275 -1.529
Cl -1.569 -4.013 3.317
C -2.126 -3.218 1.883
C -2.689 -3.938 0.846
C -3.114 -3.243 -0.274
C -2.934 -1.871 -0.317
N -2.370 -1.186 0.680
C -1.980 -1.848 1.766
H -2.786 -5.013 0.916
H -3.561 -3.759 -1.111
H -3.238 -1.291 -1.180
H -1.515 -1.273 2.556
C -1.309 3.113 4.012
C -0.163 2.110 4.100
Sb 0.400 1.302 2.173
C 2.249 0.356 2.750
C 2.753 0.676 4.153
C 1.150 3.117 1.319
C 2.156 3.870 2.181
H -1.535 3.543 4.990
H -2.224 2.647 3.643
H -1.069 3.941 3.340
H -0.427 1.270 4.744
H 0.731 2.570 4.519
H 2.969 0.652 1.986
H 2.087 -0.718 2.636
H 2.938 1.742 4.289
H 3.692 0.153 4.347
H 2.043 0.366 4.921
H 0.279 3.732 1.084
H 1.587 2.804 0.370
H 1.740 4.147 3.151
H 2.475 4.794 1.692
H 3.051 3.272 2.362
*
```

Summary:
* E: -4939.60510 a.u.
* expectation value of S²: 2.009
* energy relative to the best compared isomer or geometry (same formula, charge and spin): 0.0 kcal per mole
* Kohn-Sham gap (spin up / spin down): 6.59 / 7.61 eV

Atomic partial charges in e from the Mulliken method, atoms 1 to 5: -0.286 -0.753 -0.817 -0.983 0.999



3.
Here is a structure of composition C33H33GeNO5SSeZr in a non-equilibrium geometry from the OMol25 dataset. Energies are from wB97M-V/def2-TZVPD.

```
! wB97M-V def2-TZVPD RIJCOSX def2/J DEFGRID3
* xyz 1 2
Zr -1.652 0.716 1.018
O -1.202 2.728 1.508
C -1.595 3.710 0.531
C -2.794 3.178 -0.219
C -3.981 3.870 -0.344
C -5.062 3.235 -0.937
C -4.898 1.956 -1.449
C -3.666 1.348 -1.326
N -2.631 1.923 -0.691
H -2.040 2.590 2.068
H -0.746 3.844 -0.141
H -1.824 4.654 1.021
H -4.069 4.872 0.053
H -6.023 3.729 -0.994
H -5.711 1.429 -1.926
H -3.487 0.379 -1.769
O -3.527 2.088 2.245
S -3.482 0.661 2.648
O -1.995 0.470 2.965
O -3.490 -0.060 1.303
O -4.387 0.192 3.614
C 2.078 2.867 3.954
C 1.432 1.641 3.943
C 1.094 1.058 2.730
C 1.383 1.696 1.522
C 2.021 2.930 1.546
C 2.383 3.504 2.757
Ge 0.742 0.808 -0.149
C 1.220 1.997 -1.659
C 2.574 2.180 -1.937
C 2.972 3.056 -2.935
C 2.021 3.752 -3.671
C 0.671 3.550 -3.424
C 0.272 2.676 -2.422
C 1.977 -0.720 -0.339
C 2.612 -1.296 0.759
C 3.425 -2.409 0.599
C 3.612 -2.958 -0.660
C 2.989 -2.389 -1.762
C 2.175 -1.280 -1.600
H 2.360 3.324 4.894
H 1.204 1.136 4.874
H 0.650 0.063 2.740
H 2.249 3.437 0.615
H 2.906 4.452 2.765
H 3.311 1.626 -1.367
H 4.025 3.190 -3.145
H 2.334 4.443 -4.442
H -0.068 4.069 -4.022
H -0.783 2.501 -2.245
H 2.493 -0.862 1.745
H 3.911 -2.850 1.461
H 4.248 -3.826 -0.783
H 3.132 -2.820 -2.746
H 1.691 -0.829 -2.461
C 1.084 -6.661 0.265
C 0.481 -5.310 0.017
C 0.148 -4.901 -1.270
C -0.427 -3.668 -1.523
C -0.788 -3.282 -2.930
C -0.680 -2.815 -0.435
Se -1.581 -1.161 -0.815
C -0.366 -3.205 0.871
C -0.679 -2.379 2.083
C 0.222 -4.445 1.071
H 1.447 -7.104 -0.660
H 0.338 -7.335 0.692
H 1.909 -6.600 0.975
H 0.338 -5.568 -2.103
H -0.435 -4.028 -3.638
H -0.358 -2.313 -3.187
H -1.872 -3.192 -3.030
H -0.902 -1.339 1.839
H 0.149 -2.404 2.791
H -1.564 -2.771 2.588
H 0.480 -4.748 2.080
*
```

Summary:
* E: -6631.69450 a.u.
* expectation value of S²: 0.762
* energy relative to the best compared isomer or geometry (same formula, charge and spin): 17.8 kcal per mole
* Kohn-Sham gap (spin up / spin down): 6.42 / 5.88 eV

Atomic partial charges in e from the Mulliken method, atoms 1 to 5: -0.855 -0.186 -0.800 1.276 -1.053